{
  "formula": "C52H46BF4N4O3P2PdTe",
  "method": "the ωB97M-V functional and the def2-TZVPD basis",
  "symbols": ["Te", "Pd", "P", "P", "F", "F", "F", "F", "O", "O", "O", "N", "N", "N", "N", "C", "C", "C", "C", "C", "C", "C", "C", "C", "C", "C", "C", "C", "C", "C", "C", "C", "C", "C", "C", "C", "C", "C", "C", "C", "C", "C", "C", "C", "C", "C", "C", "C", "C", "C", "C", "C", "C", "C", "C", "C", "C", "C", "C", "C", "C", "C", "C", "C", "C", "C", "C", "B", "H", "H", "H", "H", "H", "H", "H", "H", "H", "H", "H", "H", "H", "H", "H", "H", "H", "H", "H", "H", "H", "H", "H", "H", "H", "H", "H", "H", "H", "H", "H", "H", "H", "H", "H", "H", "H", "H", "H", "H", "H", "H", "H", "H", "H", "H"],
  "coordinates": [[4.2194, -1.0900, -2.7286], [-0.0442, 0.3641, -0.1008], [1.3974, 0.6160, -2.2749], [1.8816, -1.3885, -0.3832], [-1.8427, -0.9048, -0.9785], [-2.4335, -2.7029, -2.2921], [-3.8551, -0.9241, -2.0863], [-3.5145, -2.3348, -0.3078], [-4.9465, 2.8415, 3.7138], [-2.2022, -0.3651, 3.4049], [1.4378, 4.3328, 3.1538], [3.0248, -4.4000, -6.1759], [-0.3315, 2.8108, 2.2226], [-1.5941, 1.1241, 1.2739], [-2.5711, 2.6836, 2.7353], [-0.3559, -1.0058, -3.8227], [3.7188, 3.0618, -4.5977], [2.3020, -0.8957, -2.0108], [3.1486, 2.3273, -3.5705], [3.3920, -3.6764, 0.4114], [-0.8914, -5.0718, -0.4038], [0.7118, -3.6887, -1.5333], [-2.6525, 2.7610, 4.1338], [3.8043, -2.5190, -4.2398], [-3.2031, -0.2465, 2.4761], [-0.0649, -4.8349, -1.4934], [3.2817, -2.2922, 0.3878], [-2.8850, 0.5092, 1.3388], [3.7972, -3.8805, -3.9624], [-4.4748, -0.7791, 2.6220], [3.4016, -4.7680, -4.9527], [-5.4357, -0.5385, 1.6402], [3.2219, 2.9358, -5.8880], [5.4369, -3.5229, 1.6763], [-2.5288, -0.9649, 4.6395], [-1.4822, 2.1450, 2.0442], [4.2502, -1.5336, 1.0468], [-3.0877, 2.8901, 6.8970], [4.4694, -4.2867, 1.0407], [3.4199, -2.1252, -5.5150], [0.6809, -2.7704, -0.4867], [0.9405, 2.5447, 1.6943], [-2.3463, 0.9168, -3.9104], [1.2813, 1.5748, 0.7589], [3.0408, -3.0937, -6.4335], [3.2439, 3.3431, 1.8794], [-1.8071, 2.7929, 6.3936], [-1.2197, 1.1146, -3.1292], [-2.4782, -0.2492, -4.6537], [-1.5872, 2.7244, 5.0188], [-3.8465, 0.7357, 0.3794], [-0.9459, -4.1547, 0.6348], [5.3226, -2.1382, 1.6825], [1.5797, 1.3578, -5.0886], [-1.4898, -1.2202, -4.5917], [-4.1735, 2.9145, 6.0216], [2.6487, 1.5302, 0.4138], [2.0861, 1.4482, -3.7965], [-6.2799, 2.6719, 4.1483], [-0.1590, -3.0133, 0.5943], [-5.1283, 0.2146, 0.5263], [3.5963, 2.3671, 0.9460], [1.9250, 3.4202, 2.2385], [-0.2025, 0.1653, -3.0919], [2.3246, 5.3297, 3.6116], [-3.9596, 2.8502, 4.6581], [2.1544, 2.0832, -6.1264], [-2.9347, -1.7463, -1.4297], [-3.3653, -0.4149, -5.2509], [-4.7225, -1.3865, 3.4789], [6.0667, -1.5306, 2.1807], [3.9864, 4.0019, 2.3032], [-6.4198, -0.9764, 1.7461], [-1.5204, -5.9529, -0.3817], [6.2687, -4.0034, 2.1753], [-0.5795, 2.6109, 4.6484], [-3.4590, 2.4338, 2.3175], [-1.1192, 2.0293, -2.5467], [-3.1313, 1.6619, -3.9284], [-0.9579, 2.7604, 7.0630], [-0.3947, 3.6595, 2.7608], [-3.2589, 2.9342, 7.9640], [0.4267, -1.7554, -3.7725], [2.6371, -4.2902, -0.0682], [3.6545, 3.5089, -6.6987], [-0.2002, -2.3000, 1.4156], [2.7523, 5.8892, 2.7755], [-6.8807, 2.5757, 3.2484], [3.5352, 2.4373, -2.5620], [3.3818, -5.8331, -4.7488], [-3.3812, -0.4630, 5.1085], [-1.6158, -4.3176, 1.4678], [1.7561, 1.9793, -7.1281], [4.5478, -5.3662, 1.0333], [1.3452, -3.4829, -2.3902], [0.7354, 0.7145, -5.3052], [4.5458, 3.7293, -4.3914], [-6.6197, 3.5344, 4.7276], [4.6291, 2.2693, 0.6319], [-3.5718, 1.2908, -0.5084], [3.1340, 4.8962, 4.2059], [2.9828, 0.8101, -0.3193], [-0.0460, -5.5295, -2.3236], [2.7268, -2.8005, -7.4293], [1.7366, 5.9974, 4.2366], [3.3991, -1.0775, -5.7883], [4.0817, -4.2471, -2.9843], [-1.6093, -2.1534, -5.1256], [-2.7566, -2.0276, 4.5171], [-6.3779, 1.7643, 4.7495], [-1.6525, -0.8532, 5.2732], [4.1594, -0.4535, 1.0669], [-5.8562, 0.3674, -0.2569], [-5.1795, 2.9826, 6.4104]],
  "atomic_forces_ev_per_a": [[0.3, -0.2, -0.2], [0.6, 0.6, 1.0], [-1.3, -0.7, -1.2], [-1.3, -0.6, -0.6], [0.4, 0.2, 0.2], [0.1, -0.3, -0.1], [-0.2, 0.1, 0.0], [0.0, -0.1, 0.2], [0.1, 0.1, 0.0], [-0.1, 0.0, -0.1], [0.0, -0.1, -0.1], [0.0, 0.0, 0.0], [-0.1, 0.1, -0.1], [-0.4, -0.2, -0.6], [0.2, 0.2, 0.2], [0.1, -0.1, 0.1], [0.0, 0.0, 0.0], [0.5, 0.8, 0.4], [0.1, 0.0, 0.0], [0.0, -0.2, -0.1], [0.0, 0.0, 0.0], [-0.1, 0.1, -0.1], [-0.2, -0.1, -0.1], [-0.1, -0.1, -0.1], [0.1, -0.2, 0.1], [-0.1, 0.1, 0.0], [0.0, 0.3, 0.4], [0.2, -0.1, 0.2], [0.0, 0.0, 0.0], [0.0, 0.1, -0.1], [0.0, 0.0, 0.0], [0.1, 0.0, 0.1], [0.0, 0.0, 0.0], [0.0, 0.0, 0.0], [0.0, 0.0, -0.1], [0.1, -0.1, 0.0], [0.1, 0.1, 0.0], [0.0, 0.0, 0.0], [0.0, 0.0, 0.0], [0.0, 0.0, 0.0], [0.3, -0.3, 0.1], [0.3, 0.2, 0.2], [0.1, 0.0, -0.1], [0.1, 0.0, 0.0], [0.0, 0.0, 0.0], [0.0, -0.1, -0.1], [0.0, 0.0, 0.0], [0.0, 0.2, 0.0], [0.1, 0.0, 0.0], [0.0, 0.0, 0.0], [0.0, 0.0, -0.1], [0.0, 0.0, 0.0], [0.0, -0.1, -0.1], [0.0, -0.2, -0.1], [0.0, 0.1, 0.0], [0.0, 0.0, 0.0], [-0.1, 0.1, 0.1], [0.3, 0.5, 0.6], [0.1, 0.0, 0.0], [0.0, 0.0, 0.1], [0.1, 0.0, 0.0], [0.1, 0.0, 0.0], [-0.2, -0.1, 0.0], [0.3, 0.0, -0.3], [0.0, -0.1, 0.0], [0.0, 0.0, 0.0], [0.0, 0.0, 0.0], [-0.1, 0.0, 0.0], [0.0, 0.0, 0.0], [0.0, 0.0, 0.1], [0.0, 0.0, 0.0], [0.0, 0.0, 0.0], [0.0, 0.0, 0.0], [0.0, 0.0, 0.0], [0.0, 0.0, 0.0], [0.0, 0.0, 0.0], [0.0, 0.0, 0.0], [0.0, -0.1, -0.1], [0.0, 0.0, 0.0], [0.0, 0.0, 0.0], [0.0, 0.0, -0.1], [0.0, 0.0, 0.0], [0.0, 0.0, 0.0], [0.1, 0.1, 0.1], [0.0, 0.0, 0.0], [0.0, 0.0, -0.1], [0.0, 0.0, 0.0], [0.0, 0.0, 0.0], [0.0, 0.0, 0.0], [0.0, 0.0, 0.0], [0.0, 0.0, 0.0], [0.0, 0.0, 0.0], [0.0, 0.0, 0.0], [0.0, 0.0, 0.0], [0.0, 0.0, 0.0], [0.0, 0.0, 0.1], [0.0, 0.0, 0.0], [0.0, 0.0, 0.0], [0.0, 0.0, 0.0], [0.0, 0.0, 0.0], [0.0, 0.0, 0.0], [0.0, 0.0, 0.0], [0.0, 0.0, 0.0], [0.0, 0.0, 0.0], [0.0, 0.0, 0.0], [0.0, 0.0, 0.0], [0.0, 0.0, 0.0], [0.0, 0.0, 0.0], [0.0, 0.0, 0.0], [0.0, 0.0, 0.0], [0.0, 0.0, 0.0], [0.0, -0.1, 0.0], [0.0, 0.0, 0.0], [0.0, 0.0, 0.0]],
  "lumo_energy_ev": 2.1,
  "e_homo_ha": -0.1641,
  "spin_multiplicity": 1,
  "gap_ev": 6.56,
  "total_charge": -1,
  "energy_ha": -3957.0644
}